DFT (the ωB97M-V functional and the def2-TZVPD basis) results for a molecular structure, C4H4Br3NO.

Structure (ORCA input):
```
! RIJCOSX wB97M-V def2-TZVPD def2/J DEFGRID3
* xyz 0 1
C -0.38805 1.30859 1.81645
C 0.21819 0.80904 -0.18995
C -0.56865 -0.33822 0.34178
C -0.79424 2.20643 2.99284
N 0.11815 1.86839 0.83177
O -0.68552 -0.00142 1.70405
Br -2.24950 3.38700 2.41343
Br -1.44180 1.27949 4.52666
Br 0.78190 3.38977 3.20954
H 1.30181 0.41289 -0.28434
H 0.00686 1.25551 -1.12538
H -1.55992 -0.43436 -0.08388
H -0.13741 -1.22869 0.23431
*
```

Its HOMO energy is -9.7 eV. For the energy above the lowest of the compared OMol25 structures with the same formula, charge and spin, the calculation gives 0.0 kJ/mol. The calculation puts the molecular weight at 321.79 u. Its gap between HOMO and LUMO is 9.714 eV.

DFT (the ωB97M-V functional and the def2-TZVPD basis) results for a molecular structure, C15H10ClCrNO4.

Structure (ORCA input):
```
! RIJCOSX wB97M-V def2-TZVPD def2/J DEFGRID3
* xyz 0 5
Cr -1.38214 0.74051 0.93535
C -3.45984 -2.81479 -0.50105
C -2.44464 -3.42079 -1.23055
C -1.19784 -2.85129 -1.32115
C -0.91314 -1.62899 -0.67035
C -1.96884 -1.05999 0.05035
C -3.20904 -1.60409 0.15365
C 0.33036 -0.93099 -0.68235
C 1.47776 -1.36009 -1.35385
C 2.63476 -0.63099 -1.31755
C 2.65906 0.58561 -0.57975
C 3.80066 1.38061 -0.49815
C 3.80226 2.56691 0.22775
C 2.64986 2.96881 0.88255
C 1.49856 2.19921 0.82015
C 1.46986 0.99471 0.09325
N 0.32856 0.25701 0.04635
H -4.43554 -3.26879 -0.43455
H -2.63904 -4.35619 -1.73485
H -0.42204 -3.33519 -1.89255
H -3.98814 -1.11799 0.72725
H 1.44126 -2.28339 -1.90805
H 3.52236 -0.95869 -1.83375
H 4.69436 1.05991 -1.01205
H 4.69816 3.16641 0.27685
H 2.64376 3.88781 1.44695
H 0.59946 2.52301 1.33725
O -1.67914 2.62291 2.18825
Cl -3.11554 2.19291 2.37835
O -3.80634 3.11251 3.32485
O -1.37324 -0.07819 2.27505
O -2.21654 1.44171 -0.19365
*
```

Its HOMO energy (alpha / beta) is -6.1 / -8.8 eV. For the energy above the lowest of the compared OMol25 structures with the same formula, charge and spin, the calculation gives 184.7 kJ/mol. The calculation puts the molecular weight at 355.70 u. Its gap between HOMO and LUMO (alpha / beta) is 6.258 / 4.966 eV. The expectation value of S² is 6.087.

DFT (the ωB97M-V functional and the def2-TZVPD basis) results for 2 unconnected molecules or ions with the total composition C51H53N4OP.

Structure (ORCA input):
```
! RIJCOSX wB97M-V def2-TZVPD def2/J DEFGRID3
* xyz 0 1
C 2.01153 -5.62764 -4.24643
N 0.86660 -5.03697 -3.57545
C -0.37467 -5.74822 -3.82483
C 0.96676 -3.93086 -2.77473
C -0.13684 -3.50305 -1.97854
C -0.08158 -2.31483 -1.26968
C 1.07255 -1.50284 -1.28605
P 0.97330 0.14817 -0.48092
C 2.26164 1.01853 -1.47195
C 2.13025 1.40245 -2.82227
C 3.22408 1.87299 -3.54207
C 4.48462 2.06423 -2.91518
N 5.55057 2.50089 -3.65930
C 6.82247 2.91223 -3.10441
C 5.45328 2.69877 -5.09351
C 4.58532 1.75522 -1.51909
C 3.49962 1.23331 -0.83016
C -0.50646 0.76348 -1.38607
C -1.27373 1.76142 -0.74497
C -2.30223 2.41465 -1.41264
C -2.56622 2.13257 -2.79338
N -3.43667 2.86878 -3.55467
C -3.56313 2.63703 -4.98138
C -4.35763 3.85304 -3.02467
C -1.84965 1.06604 -3.39933
C -0.86136 0.38100 -2.69940
C 2.21582 -1.97986 -1.95785
C 2.17382 -3.16804 -2.68749
H 2.92563 -5.49597 -3.66111
H 1.81373 -6.69715 -4.37011
H 2.16939 -5.20876 -5.24952
H -1.23914 -5.23962 -3.39829
H -0.54313 -5.85583 -4.90921
H -0.31480 -6.76296 -3.41281
H -1.05126 -4.09769 -1.93145
H -0.98078 -1.97754 -0.75107
H 1.18426 1.32604 -3.35641
H 3.10450 2.09308 -4.60460
H 6.93644 2.58344 -2.07202
H 7.62774 2.48572 -3.71271
H 6.94089 4.00893 -3.13947
H 4.83903 1.92204 -5.55743
H 5.03217 3.68111 -5.35099
H 6.46294 2.65347 -5.51563
H 5.53267 1.88960 -0.99036
H 3.59614 0.95871 0.22097
H -1.02819 2.02915 0.28329
H -2.88104 3.17883 -0.88557
H -2.58227 2.45790 -5.43428
H -4.21505 1.78101 -5.20523
H -4.00965 3.52565 -5.43758
H -4.03445 4.21847 -2.04967
H -4.41270 4.69045 -3.72844
H -5.37774 3.44588 -2.92680
H -2.06019 0.79256 -4.43468
H -0.34020 -0.42307 -3.23181
H 3.13115 -1.38577 -1.98488
H 3.06558 -3.49853 -3.22866
C 1.99093 -6.30362 2.35366
N 1.19894 -5.50456 3.28034
C 0.04871 -6.24744 3.77940
C 1.12273 -4.10833 3.08889
C 0.18910 -3.53522 2.20379
C 0.15956 -2.16874 2.00370
C 1.06990 -1.30690 2.66635
C 0.98041 0.13720 2.50408
C -0.17361 0.87221 2.93009
C -0.05138 2.27407 3.21003
C -1.10212 3.05177 3.64578
C -0.93080 4.50403 3.82040
C 0.10171 5.23026 3.16310
C 0.23785 6.61086 3.33859
C -0.66407 7.32079 4.14486
C -1.68134 6.62198 4.80197
C -1.80522 5.24681 4.63517
C -2.41411 2.39203 3.91527
O -3.35436 2.99986 4.44972
C -2.57277 0.98590 3.48066
C -3.89232 0.33688 3.41630
C -4.08187 -0.78968 2.56839
C -5.31285 -1.44534 2.49526
C -6.39871 -1.00085 3.26074
C -6.23616 0.11545 4.09251
C -5.00893 0.77389 4.15240
C -1.44363 0.26530 3.15651
C 2.00392 -1.88924 3.56288
C 2.03750 -3.25933 3.75711
H 2.88619 -5.75340 2.04300
H 2.28449 -7.23482 2.85536
H 1.41549 -6.58521 1.45041
H -0.45778 -5.67147 4.56331
H -0.67236 -6.48420 2.97496
H 0.41746 -7.19559 4.19361
H -0.49634 -4.20637 1.68256
H -0.61260 -1.74916 1.35528
H 1.91636 0.70431 2.49509
H 0.94890 2.71116 3.18870
H 0.77500 4.70307 2.47477
H 1.05110 7.14055 2.84142
H -0.57640 8.40185 4.25087
H -2.39118 7.13624 5.44478
H -2.62645 4.73078 5.11177
H -3.25426 -1.13468 1.94454
H -5.41736 -2.31444 1.84320
H -7.35778 -1.52191 3.20415
H -7.06945 0.47227 4.69899
H -4.91131 1.65634 4.77560
H -1.51163 -0.82423 3.16774
H 2.62293 -1.22147 4.16517
H 2.74628 -3.69126 4.45977
*
```

Its HOMO energy is -6.8 eV. The calculation puts the molecular weight at 768.99 u. Its gap between HOMO and LUMO is 6.017 eV.

DFT (the ωB97M-V functional and the def2-TZVPD basis) results for a single C4H6O2 molecule.

Structure (ORCA input):
```
! RIJCOSX wB97M-V def2-TZVPD def2/J DEFGRID3
* xyz 0 1
C -1.40714 0.30557 0.24080
C -0.27027 0.63319 -0.67619
C 0.87386 0.32241 0.35320
C -0.28814 -0.60171 0.14909
O 2.14674 -0.03842 -0.08589
O -0.30094 -1.89695 -0.18798
H -1.65652 0.95000 0.93058
H -2.28566 0.16408 -0.43634
H -0.23706 0.84377 -1.69090
H 0.87129 0.97738 1.17379
H 2.59235 0.76787 -0.29867
H -0.03850 -2.42721 0.52850
*
```

Its HOMO energy is -8.9 eV. For the energy above the lowest of the compared OMol25 structures with the same formula, charge and spin, the calculation gives 366.1 kJ/mol. The calculation puts the molecular weight at 86.09 u. Its gap between HOMO and LUMO is 9.794 eV.

DFT (the ωB97M-V functional and the def2-TZVPD basis) results for 13 unconnected molecules or ions with the total composition C25H57F17NO16S2.

Structure (ORCA input):
```
! RIJCOSX wB97M-V def2-TZVPD def2/J DEFGRID3
* xyz 1 1
C 3.51154 1.01386 0.58475
C 2.62863 0.05357 0.34570
C 1.42773 -1.04449 0.17518
C 2.12323 -2.40878 0.77436
C 3.60406 -2.52090 0.74705
C 1.44271 -1.29496 -1.41636
C 0.15079 -1.93522 -2.08859
C -0.02709 -1.23431 -3.55476
C 1.22038 -1.39360 -4.54921
C 1.97881 -2.81040 -4.55772
O 2.23010 -0.31670 -4.42919
C -1.24326 -1.86939 -1.19268
O -1.92052 -0.71685 -1.68639
C -3.15457 -0.87178 -2.38649
C -3.76055 0.59368 -2.82577
C -1.87927 -3.32400 -1.51038
F -1.08362 -4.43147 -0.96572
F -3.18581 -3.58807 -1.01299
F -1.92174 -3.64011 -2.93767
C -0.98719 -1.63868 0.41264
C -2.41763 -1.45621 1.09872
C -2.91031 -2.67322 2.10259
C -3.00582 -2.16290 3.66996
C -4.47353 -3.10595 1.79996
N 0.11408 -0.67361 0.79550
C -0.25350 0.79904 0.71495
C -0.05346 1.60824 -0.63971
C -1.03019 2.84296 -0.94335
F -2.28281 2.87596 -0.23736
F -1.45674 2.68666 -2.34859
C -0.38111 4.31090 -0.94972
F -1.27373 5.11977 -1.78371
F 0.80459 4.22373 -1.81886
C 0.10996 4.98003 0.38894
F 1.48446 4.49851 0.59422
F 0.31340 6.40342 0.11840
C -0.61441 4.78674 1.77899
F 0.37610 5.22255 2.77277
F -0.88671 3.42473 2.19471
S -2.13100 5.79327 2.17000
F -1.90155 5.46118 3.83496
F -3.09718 4.37630 2.13622
F -2.51485 6.11949 0.58417
F -1.28016 7.22163 2.40642
F -3.52894 6.62576 2.61380
S 0.27000 -0.85840 2.57509
O 1.57100 -0.36282 3.14927
O 0.08554 -2.24043 3.10710
F -0.87109 0.11916 3.41037
H 4.38956 1.69399 0.89214
H 1.50764 -3.29414 1.17200
H 4.28711 -2.16260 1.60556
H 4.06932 -2.94843 -0.21738
H 1.71231 -0.27883 -1.92860
H 2.35783 -1.97925 -1.65389
H 0.43499 -3.04116 -2.34096
H -0.21593 -0.08188 -3.47860
H -0.96243 -1.63468 -4.12905
H 0.79062 -1.24927 -5.63480
H 2.43557 -2.97178 -5.60204
H 1.27609 -3.65971 -4.22361
H 2.85377 -2.76640 -3.78176
H 3.13264 -0.71303 -4.36672
H -4.02415 -1.34355 -1.76234
H -3.10756 -1.46484 -3.39321
H -4.90078 0.44143 -2.93661
H -3.63355 1.36076 -1.95531
H -3.33303 0.96699 -3.82421
H -0.61511 -2.70228 0.73223
H -3.28236 -1.44595 0.30929
H -2.60870 -0.51136 1.71828
H -2.24262 -3.60915 1.99218
H -3.10928 -1.01644 3.75248
H -3.95140 -2.59342 4.20528
H -2.12841 -2.58687 4.31541
H -4.82369 -2.86080 0.73631
H -5.22080 -2.53114 2.49178
H -4.55844 -4.21118 2.10208
H 0.45684 1.30931 1.49851
H -1.30079 1.05794 1.10898
H -0.00608 0.98182 -1.61675
H 1.01967 2.07758 -0.58107
O -6.01634 2.37271 -1.80766
H -6.74247 2.96303 -2.04935
H -5.83553 2.59092 -0.88387
O 4.90279 -5.02618 -0.01171
H 4.33412 -5.11751 0.76452
H 5.18856 -5.93073 -0.20012
O 7.89899 -4.22086 0.99313
H 8.60547 -4.47255 0.38175
H 7.11636 -4.14784 0.42971
O -3.96581 0.81829 5.54848
H -3.13169 0.90351 5.06867
H -4.35414 1.70337 5.50192
O 0.51339 4.75241 -4.93977
H 0.35963 4.40738 -4.04988
H -0.26039 5.30438 -5.11339
O -6.37232 2.90048 5.05147
H -5.82879 3.31343 4.36750
H -7.19694 3.40365 5.03137
O -0.84237 -1.72159 -6.84906
H -0.61001 -0.98714 -7.43329
H -1.53199 -2.19503 -7.33364
O 4.35822 0.53831 -2.76070
H 5.09927 1.13943 -2.58384
H 3.71016 1.09384 -3.21345
O 11.20196 -5.02282 0.36979
H 11.15561 -4.82001 1.31363
H 11.46785 -5.95138 0.34307
O -0.13117 -0.98581 6.39987
H 0.34694 -0.38519 6.98898
H -0.01208 -0.59817 5.52406
O 1.11863 1.33875 8.14555
H 0.59361 1.83969 8.78361
H 2.01419 1.36460 8.50759
O 5.44086 2.96756 -2.76668
H 4.77482 3.63078 -2.54199
H 6.01296 3.41672 -3.40343
*
```

Its HOMO energy is -10.5 eV. The calculation puts the molecular weight at 1014.82 u. Its gap between HOMO and LUMO is 5.339 eV.